Entry 1:
Here is a structure of composition C22H24F4FeN6O2S from the Open Molecules 2025 dataset. Energies are from ωB97M-V/def2-TZVPD.

CARTESIAN COORDINATES (ANGSTROEM)
Fe: 0.604 -0.151 -0.152
C: -0.326 -4.523 0.657
C: 0.195 -3.098 0.498
N: -0.677 -2.181 -0.266
C: -1.048 -2.731 -1.581
C: 0.143 -3.083 -2.449
C: -1.887 -1.766 0.431
C: -1.586 -1.133 1.771
N: -0.383 -0.334 1.652
C: 0.158 0.251 2.747
C: 1.413 0.892 2.616
F: 1.953 0.925 1.353
C: 2.108 1.455 3.650
F: 3.303 2.014 3.415
C: 1.596 1.445 4.931
C: 0.350 0.880 5.094
F: -0.208 0.875 6.312
C: -0.359 0.311 4.054
F: -1.591 -0.174 4.323
H: 0.306 -5.055 1.370
H: -0.299 -5.078 -0.282
H: -1.350 -4.538 1.037
H: 1.164 -3.118 -0.005
H: 0.360 -2.660 1.479
H: -1.642 -1.964 -2.085
H: -1.686 -3.614 -1.451
H: 0.865 -2.278 -2.411
H: -0.177 -3.223 -3.483
H: 0.638 -4.002 -2.125
H: -2.589 -2.598 0.562
H: -2.366 -1.018 -0.206
H: -1.481 -1.900 2.548
H: -2.454 -0.527 2.042
H: 2.137 1.873 5.763
N: 1.981 -3.889 -6.936
C: 2.177 -2.939 -5.950
C: 1.519 -1.705 -6.014
C: 1.606 -0.809 -4.965
C: 2.385 -1.125 -3.859
C: 3.090 -2.319 -3.804
C: 2.983 -3.223 -4.842
S: 2.386 -0.047 -2.473
O: 2.647 -0.859 -1.280
O: 3.259 1.057 -2.729
N: 0.887 0.371 -2.151
C: -0.163 1.123 -2.557
N: -0.305 1.638 -3.776
C: -1.446 2.287 -4.010
C: -2.445 2.434 -3.066
C: -2.187 1.887 -1.819
N: -1.067 1.237 -1.551
H: 1.589 -3.583 -7.808
H: 2.637 -4.647 -6.996
H: 0.931 -1.460 -6.891
H: 1.051 0.124 -4.987
H: 3.691 -2.544 -2.931
H: 3.503 -4.173 -4.793
H: -1.557 2.705 -5.006
H: -3.368 2.950 -3.286
H: -2.904 1.970 -1.009

The spin multiplicity is 5. Its highest occupied orbital energy (spin up / spin down) is -7.41 / -7.50 eV. The value obtained for the LUMO energy (spin up / spin down) is 0.45 / 0.42 eV. As for the expectation value of S²: 6.009.

Entry 2:
Here is a structure of composition C22H24F6IrN6O11S3 from the Open Molecules 2025 dataset. Energies are from ωB97M-V/def2-TZVPD.

CARTESIAN COORDINATES (ANGSTROEM)
Ir: -0.756 1.226 -1.143
O: 0.021 3.305 -0.620
C: -0.318 3.984 0.351
C: -0.782 3.507 1.617
C: -1.155 4.407 2.614
C: -1.548 3.935 3.842
C: -1.605 2.567 4.112
C: -1.249 1.665 3.141
C: -0.823 2.103 1.860
O: -0.442 1.213 1.000
N: -1.948 4.885 4.900
O: -2.124 4.420 6.004
O: -2.075 6.043 4.564
H: -0.241 5.078 0.267
H: -1.121 5.476 2.443
H: -1.925 2.243 5.093
H: -1.313 0.601 3.317
F: -5.310 3.910 -2.294
C: -5.047 2.665 -1.971
F: -5.616 1.838 -2.830
F: -5.470 2.408 -0.750
S: -3.211 2.368 -2.055
O: -3.016 0.931 -2.207
O: -2.599 2.853 -0.832
N: -2.814 3.144 -3.352
S: -1.569 2.632 -4.165
O: -0.982 3.586 -5.016
O: -0.647 1.860 -3.293
C: -2.189 1.274 -5.323
F: -3.076 0.449 -4.757
F: -2.702 1.774 -6.414
F: -1.108 0.528 -5.615
C: -4.288 -2.481 -1.982
O: -3.556 -1.785 -0.954
C: -2.392 -1.282 -1.179
O: -1.772 -0.682 -0.285
N: -1.772 -1.496 -2.375
N: -0.583 -0.773 -2.544
H: -5.206 -2.811 -1.508
H: -3.732 -3.347 -2.339
H: -4.531 -1.800 -2.800
H: -2.338 -1.634 -3.201
H: -0.545 -0.308 -3.451
H: 0.218 -1.392 -2.453
C: 5.652 -1.456 1.960
C: 4.618 -0.778 2.858
C: 3.195 -1.078 2.405
N: 2.944 -0.402 1.125
C: 1.869 -0.438 0.387
S: 1.759 0.719 -0.918
N: 0.869 -1.327 0.592
C: 0.863 -2.734 0.789
O: -0.189 -3.263 1.029
C: 2.119 -3.497 0.583
C: 3.060 -3.169 -0.392
C: 4.164 -3.985 -0.582
C: 4.323 -5.136 0.179
C: 3.383 -5.473 1.145
C: 2.270 -4.672 1.325
H: 6.653 -1.311 2.361
H: 5.636 -1.049 0.946
H: 5.461 -2.528 1.895
H: 4.775 0.305 2.867
H: 4.729 -1.136 3.881
H: 2.463 -0.714 3.132
H: 3.061 -2.152 2.292
H: 3.647 0.281 0.864
H: -0.075 -0.976 0.441
H: 2.938 -2.291 -1.016
H: 4.902 -3.726 -1.329
H: 5.166 -5.788 -0.009
H: 3.499 -6.372 1.735
H: 1.501 -4.941 2.036

Its net charge is +2. The spin multiplicity is 2. Its highest occupied orbital energy (spin up / spin down) is -14.62 / -14.62 eV. The value obtained for the LUMO energy (spin up / spin down) is -9.47 / -8.95 eV. As for the expectation value of S²: 0.857.

Entry 3:
Here is a structure of composition C22H24FN3O3 from the Open Molecules 2025 dataset. Energies are from ωB97M-V/def2-TZVPD.

CARTESIAN COORDINATES (ANGSTROEM)
O: 3.428 -0.081 -0.647
C: 3.000 -1.169 -1.002
C: 2.756 -2.320 -0.099
C: 2.488 -2.212 1.200
C: 2.192 -3.374 2.110
C: 2.880 -2.999 3.433
C: 3.009 -1.454 3.419
C: 2.448 -0.980 2.064
N: 2.681 -1.420 -2.308
C: 2.551 -0.321 -3.244
C: 1.229 0.368 -3.060
C: 0.760 1.652 -3.759
C: -0.341 1.548 -2.671
N: -1.146 2.724 -2.444
C: -2.297 2.905 -1.724
O: -3.099 3.762 -2.070
C: -2.586 2.137 -0.491
C: -2.065 1.040 0.140
C: -2.870 0.814 1.296
C: -2.852 -0.117 2.336
F: -1.887 -1.061 2.336
C: -3.780 -0.081 3.339
C: -4.774 0.919 3.321
C: -4.839 1.866 2.327
C: -3.875 1.800 1.314
N: -3.675 2.589 0.221
C: -1.014 0.242 -3.113
O: 0.154 -0.558 -3.355
C: 0.783 1.008 -1.740
H: 2.735 -3.303 -0.561
H: 1.107 -3.420 2.256
H: 2.511 -4.331 1.699
H: 2.321 -3.360 4.295
H: 3.869 -3.456 3.479
H: 2.480 -0.993 4.252
H: 4.056 -1.166 3.508
H: 2.981 -0.141 1.630
H: 1.396 -0.697 2.177
H: 2.146 -2.250 -2.502
H: 3.364 0.380 -3.068
H: 2.624 -0.708 -4.261
H: 1.424 2.496 -3.581
H: 0.451 1.577 -4.802
H: -1.177 3.337 -3.248
H: -1.222 0.452 -0.161
H: -3.739 -0.815 4.131
H: -5.503 0.936 4.120
H: -5.604 2.630 2.327
H: -4.246 3.348 -0.112
H: -1.640 -0.214 -2.344
H: -1.598 0.368 -4.028
H: 0.545 0.321 -0.934
H: 1.458 1.790 -1.404

Its highest occupied orbital energy is -8.37 eV. The value obtained for the LUMO energy is 0.42 eV.

Entry 4:
Here is a structure of composition C22H24FN3O3 from the Open Molecules 2025 dataset. Energies are from ωB97M-V/def2-TZVPD.

CARTESIAN COORDINATES (ANGSTROEM)
O: -2.351 -0.856 -1.883
C: -1.555 -0.156 -2.493
C: -1.622 1.320 -2.573
C: -2.580 2.066 -2.024
C: -2.622 3.569 -2.091
C: -4.115 3.902 -2.212
C: -4.863 2.715 -1.558
C: -3.807 1.626 -1.273
N: -0.516 -0.704 -3.191
C: -0.205 -2.111 -3.060
C: 0.670 -2.368 -1.869
C: 1.022 -3.754 -1.301
C: 1.522 -2.872 -0.133
N: 1.809 -3.503 1.143
C: 2.686 -2.916 2.043
O: 3.700 -3.469 2.424
C: 2.333 -1.574 2.534
C: 1.155 -0.881 2.545
C: 1.428 0.355 3.206
C: 0.669 1.479 3.539
F: -0.633 1.499 3.194
C: 1.224 2.546 4.189
C: 2.590 2.509 4.533
C: 3.389 1.431 4.234
C: 2.790 0.356 3.566
N: 3.316 -0.832 3.146
C: 2.643 -2.099 -0.843
O: 1.972 -1.768 -2.070
C: 0.316 -1.943 -0.435
H: -0.820 1.816 -3.111
H: -2.227 3.957 -1.145
H: -2.009 3.977 -2.894
H: -4.358 4.854 -1.740
H: -4.391 3.987 -3.263
H: -5.376 3.015 -0.645
H: -5.625 2.332 -2.236
H: -4.116 0.620 -1.537
H: -3.551 1.605 -0.209
H: 0.203 -0.093 -3.540
H: -1.142 -2.653 -2.952
H: 0.305 -2.453 -3.963
H: 0.138 -4.327 -1.024
H: 1.755 -4.354 -1.840
H: 2.097 -4.464 1.004
H: 0.209 -1.227 2.169
H: 0.610 3.403 4.429
H: 3.016 3.359 5.049
H: 4.435 1.414 4.505
H: 4.245 -1.185 3.307
H: 2.940 -1.192 -0.313
H: 3.523 -2.718 -1.037
H: 0.407 -0.884 -0.203
H: -0.631 -2.358 -0.099

Its highest occupied orbital energy is -8.39 eV. The value obtained for the LUMO energy is 0.33 eV.

E list, top to bottom, in eV: -92331.4193; -106293.2142; -36533.8140; -36533.8294